{"formula": "C72H144N8O8", "method": "ωB97M-V/def2-TZVPD", "symbols": ["O", "O", "O", "O", "O", "O", "O", "O", "N", "N", "N", "N", "N", "N", "N", "N", "C", "C", "C", "C", "C", "C", "C", "C", "C", "C", "C", "C", "C", "C", "C", "C", "C", "C", "C", "C", "C", "C", "C", "C", "C", "C", "C", "C", "C", "C", "C", "C", "C", "C", "C", "C", "C", "C", "C", "C", "C", "C", "C", "C", "C", "C", "C", "C", "C", "C", "C", "C", "C", "C", "C", "C", "C", "C", "C", "C", "C", "C", "C", "C", "C", "C", "C", "C", "C", "C", "C", "C", "H", "H", "H", "H", "H", "H", "H", "H", "H", "H", "H", "H", "H", "H", "H", "H", "H", "H", "H", "H", "H", "H", "H", "H", "H", "H", "H", "H", "H", "H", "H", "H", "H", "H", "H", "H", "H", "H", "H", "H", "H", "H", "H", "H", "H", "H", "H", "H", "H", "H", "H", "H", "H", "H", "H", "H", "H", "H", "H", "H", "H", "H", "H", "H", "H", "H", "H", "H", "H", "H", "H", "H", "H", "H", "H", "H", "H", "H", "H", "H", "H", "H", "H", "H", "H", "H", "H", "H", "H", "H", "H", "H", "H", "H", "H", "H", "H", "H", "H", "H", "H", "H", "H", "H", "H", "H", "H", "H", "H", "H", "H", "H", "H", "H", "H", "H", "H", "H", "H", "H", "H", "H", "H", "H", "H", "H", "H", "H", "H", "H", "H", "H", "H", "H", "H", "H", "H", "H", "H", "H", "H", "H", "H", "H"], "coordinates": [[3.711597, -4.010332, -1.553832], [-2.312262, 0.055461, -1.630969], [-4.217990, -1.206357, 2.496671], [-8.166600, -1.136224, -2.750100], [2.818330, 2.708400, -3.096801], [-0.639989, 1.174151, 7.048488], [2.894586, -2.403442, -6.741174], [3.872417, 4.814868, 2.403203], [3.961087, 3.389725, -3.129324], [-7.580480, -0.407775, -3.593138], [3.492543, -1.831309, -5.806335], [-1.145836, -0.004045, -1.095688], [3.218922, 4.932551, 3.505497], [3.818105, -4.794797, -0.427603], [-0.642979, 0.093196, 6.390815], [-5.397980, -1.427088, 2.042360], [5.576000, -1.083514, -4.583917], [5.446596, 4.948726, -4.303166], [4.094410, 4.347785, -4.316986], [1.741550, 5.320407, 3.360784], [-0.372240, 2.200186, -2.016099], [3.007139, 5.405659, -4.315684], [-5.465043, 0.740128, 1.114961], [3.972831, 3.366144, -5.601235], [-8.212222, -1.691226, 1.362818], [3.727956, 2.558957, 4.023806], [1.831275, 6.856592, 2.987878], [0.200233, -2.288104, 6.011805], [-5.132248, -0.704160, -2.808135], [1.013639, -0.067008, 0.860628], [-7.625311, 1.793704, -4.986232], [-7.225829, -2.868000, 1.293492], [2.823948, -5.902912, -0.273384], [-1.888333, -1.612210, 0.683803], [4.784902, 2.437670, -0.931727], [-6.327013, -0.190272, 1.898166], [0.539708, -1.315057, 0.124102], [-1.548858, -0.056001, 5.248646], [-5.696701, 0.164057, -5.089404], [5.855310, 4.513809, -1.901971], [1.436847, -0.948448, -4.908077], [5.384657, -3.472839, -5.476431], [-6.101367, -2.183841, -4.452422], [3.068360, -6.713833, 0.942231], [0.550371, -0.860227, 6.529336], [5.016866, -1.976628, -5.709664], [-4.900761, -3.683982, 1.539009], [-6.071843, 1.715101, -4.885892], [4.933756, -1.310343, -3.225110], [3.566192, 4.641844, -1.037266], [3.697773, -2.866098, 1.050744], [4.504380, 3.745965, -1.784370], [4.553824, -5.071295, 2.053422], [-0.918182, -2.356820, -1.499920], [-5.969268, -2.758231, 2.175721], [0.845082, 1.118410, -0.104127], [2.666972, 3.986506, 5.809634], [-0.937839, 0.792577, 4.098633], [-6.660960, 0.402016, 3.231548], [5.920611, 5.529531, -2.999106], [5.041305, 4.382238, 5.093262], [-0.590339, -2.276629, 4.752935], [3.495147, -0.838808, -3.437918], [0.902858, 5.149351, 4.648178], [-6.140030, -3.191277, 3.608617], [-1.820162, -1.489008, 4.895498], [-0.499784, 1.336281, -0.728722], [1.218198, 3.886909, 5.414565], [5.517237, -1.591099, -7.052753], [1.661354, -0.193771, 5.772435], [-8.420359, 1.742381, -2.606096], [-8.254428, 0.863059, -3.909747], [-7.467320, -0.466353, 0.999518], [1.048231, 4.465383, 2.230863], [4.497433, -4.107510, 0.830489], [3.168946, -5.812647, 2.176948], [-0.851677, -1.334571, -0.389241], [1.410933, -5.373343, -0.387049], [2.262373, -3.064185, -3.994786], [0.976733, -0.915552, 8.024191], [-6.142211, -0.771640, -3.932255], [3.645417, 3.976742, 4.581277], [-1.397509, 2.156832, 0.247362], [5.825081, -3.807239, 0.242428], [-2.971081, 0.541996, 5.745465], [-9.685116, 0.463861, -4.375449], [3.103574, -6.816100, -1.526935], [2.701260, -1.710313, -4.517137], [-0.330721, -2.166389, -2.338699], [3.022504, -6.051453, -2.334827], [1.135921, -2.856691, 6.080197], [-1.432971, 2.386282, -2.390736], [6.663230, -1.209714, -4.453084], [-1.958292, -2.512767, -1.774942], [2.062782, -0.153539, 1.134486], [2.299205, 7.420192, 3.832333], [-5.613507, 2.261139, -5.657474], [-2.896795, -1.420511, 0.348717], [3.479181, -2.328831, 0.129409], [-10.241349, 1.284819, -4.861493], [-1.261895, 1.857456, 1.276106], [4.743459, -4.410786, 2.829905], [-8.904578, 1.089089, -1.845738], [4.764364, 3.603980, -6.326584], [4.917642, -2.294244, -2.760432], [6.544473, -3.501538, -5.549700], [3.955647, 1.729136, -0.783293], [-2.467187, -1.874618, 5.661483], [-1.933504, -2.670827, 0.976474], [6.905750, 5.986540, -3.004915], [4.996832, 5.232775, 5.712438], [4.412691, 2.594005, 3.074168], [2.638798, -0.453902, 6.186629], [6.553678, -1.716950, -6.923782], [0.679870, 3.716191, 6.356218], [-0.550004, -2.583251, 6.788412], [-8.019046, 2.744282, -4.844932], [-1.420397, 0.892415, 3.178042], [6.437598, -3.380256, 1.095617], [-6.000384, 1.667345, 0.922054], [-9.705544, -0.434071, -4.994841], [-5.266812, -2.947306, 4.257788], [-1.029787, 3.217423, 0.259621], [-4.567309, 1.038412, 1.635747], [3.133125, -6.437092, 3.091536], [4.209971, 2.334903, -5.173477], [-5.741818, 0.486069, 3.817090], [1.674336, -0.588984, 4.764314], [-6.424751, -2.933301, -3.721999], [4.226367, -2.142156, 1.731265], [-8.620732, -1.564926, 2.375015], [2.589091, 6.789182, 2.235682], [1.285011, 5.933594, 5.331683], [-3.946745, -3.478206, 1.987068], [1.573917, -0.200780, -5.628210], [-10.356418, 0.216229, -3.523954], [-7.037152, -0.588587, 0.000888], [-6.723129, -2.384089, -5.342382], [-3.320010, -0.005642, 6.652708], [1.660097, -1.756334, 8.089750], [3.021448, 3.328020, -6.075411], [3.500164, 0.219532, -3.802245], [0.896251, 3.372442, 2.544463], [2.006115, 4.946516, -4.443953], [0.819721, 7.317103, 2.739398], [4.146063, -7.082559, -1.341310], [-4.613614, 0.118556, -5.256064], [-9.027372, 2.599862, -2.810580], [5.080625, -3.828162, -4.499315], [0.235116, 1.671034, -2.773342], [-0.018294, 3.161269, -1.602194], [-9.135296, -1.848303, 0.714783], [-7.403704, 2.055103, -2.276218], [-7.013075, -2.872357, 4.132133], [2.876799, 5.907196, -3.400306], [1.053798, 2.975356, 4.862054], [-6.235385, -4.301208, 3.630308], [-2.452754, 2.151222, 0.013134], [1.130019, -4.597698, 0.319083], [-7.703685, -3.803222, 1.609533], [-0.811206, -3.344110, 4.559554], [-7.935203, 1.406389, -5.954891], [1.160939, -4.934559, -1.309374], [2.413236, -7.684181, -1.497257], [1.580712, -2.975846, -3.076983], [-3.818713, 0.430347, 5.049506], [-5.094701, -2.501539, -4.812354], [2.173234, -7.303287, 1.046342], [4.954534, -4.109548, -6.184020], [2.697617, -3.071788, 1.575888], [-0.517599, -3.297458, -1.147392], [-5.502403, -1.495462, -2.097404], [-7.134379, 1.419558, 3.022100], [5.362780, -0.018283, -4.761074], [3.145597, 6.152203, -5.098055], [-5.144417, -4.729398, 1.739875], [-6.254806, -0.105826, -6.012865], [-1.022019, 1.838220, 4.401878], [1.388715, 0.020455, 8.447315], [0.061683, 4.849394, 2.068755], [-2.925306, 1.634057, 5.879177], [5.472631, 1.894122, -1.597660], [-7.340426, -0.220448, 3.753761], [0.744555, -2.234271, 0.669875], [2.354783, -5.055147, 2.142009], [5.275425, 5.760196, -4.964729], [-0.084303, -1.919871, 3.858181], [6.604561, 3.726780, -1.959723], [-1.811125, -1.025071, 1.581874], [5.306859, 6.419038, -2.708344], [3.902331, -7.450170, 0.906614], [2.972886, 3.194376, 6.469365], [6.143247, -4.734474, -0.140208], [5.220030, -0.595895, -7.391845], [0.659276, -1.631722, -5.169989], [5.655956, -3.100680, -0.529145], [5.190964, -2.256543, -7.872971], [3.129077, -3.631750, -3.674340], [-5.825304, 1.982917, -3.889820], [-4.879254, -3.550682, 0.434251], [2.999975, -0.826657, -2.463184], [-0.170149, 5.338163, 4.501185], [1.042167, -0.483151, -3.988797], [-5.159586, 0.292431, 0.163671], [-5.239434, 0.266987, -2.280949], [1.682523, 4.539061, 1.345255], [-8.156780, 0.430866, 0.896282], [0.093423, -1.263689, 8.690589], [4.174720, 1.879408, 4.757471], [2.789502, 4.900043, 6.379954], [3.577070, 5.685180, -1.426988], [-2.460250, -1.562418, 4.013368], [0.405257, 0.114237, 1.724208], [5.511880, 4.693347, 4.119098], [5.388491, -0.654093, -2.493532], [2.808433, 2.145281, 3.579770], [2.546148, 4.269928, -1.141802], [5.295651, -5.843315, 1.884039], [-7.082212, -2.935220, 0.216500], [6.173028, 4.270412, -4.756641], [6.028291, 5.023896, -0.936096], [3.910707, 4.694547, -0.008987], [0.108054, 0.532151, 4.012116], [1.082670, 1.973572, 0.509679], [5.294908, 2.782910, -0.014852], [0.708655, -6.198855, -0.222725], [1.773692, -3.578215, -4.862420], [1.578355, 0.901102, 5.840439], [-4.153335, -0.948063, -3.214456], [5.588027, 3.555707, 5.508418], [1.211868, -1.469392, -0.712409], [1.593402, 1.043639, -0.894162]], "forces_ev_per_a": [[0.324, -2.711, 3.860], [0.829, 0.155, 0.183], [-0.974, -0.187, -0.047], [-0.275, -0.547, 0.553], [2.318, 1.141, -0.057], [0.259, 0.009, -0.112], [-0.239, -0.415, -1.009], [-0.425, 0.578, 0.732], [-2.260, -0.193, 0.103], [1.901, 0.306, -0.259], [1.115, 0.069, 2.889], [-0.540, 0.433, 0.741], [-0.984, -1.208, 0.035], [-0.616, 2.098, -1.227], [0.305, -1.814, 0.369], [-0.786, 1.621, 0.567], [0.464, -0.353, 0.483], [1.024, 0.487, -0.355], [-1.068, -2.777, -0.317], [-0.958, 0.419, -0.299], [-1.664, -0.469, 0.671], [-1.439, -0.913, -0.725], [0.920, 1.306, -0.518], [1.766, -0.468, 2.100], [-1.585, -0.912, 0.653], [1.292, -0.104, -2.646], [-0.760, -0.962, 1.054], [-0.453, 1.939, 2.271], [-2.062, -0.147, 1.536], [-0.888, -0.194, -1.426], [1.803, -3.225, 0.095], [-1.477, -0.100, 0.519], [0.782, 0.005, -2.795], [-0.622, -0.486, -0.038], [0.392, 0.634, -1.722], [2.353, -0.295, -0.310], [1.796, -0.305, 0.491], [-2.673, 2.043, -0.284], [-0.957, 1.773, -0.245], [-0.293, -0.919, 1.063], [-0.413, -0.441, 2.317], [2.395, 1.744, 1.109], [-0.125, -1.788, -1.126], [-0.281, -0.029, 1.721], [-0.457, 1.157, 1.126], [-1.699, -0.793, 0.224], [-0.682, -0.352, -0.570], [-2.050, -3.074, 0.133], [-1.238, 0.546, -0.351], [-0.781, 1.056, -0.266], [-1.458, 1.253, 2.232], [0.506, -0.347, 0.486], [-2.357, -0.681, -2.620], [-1.415, -1.168, 1.300], [1.003, -0.692, -1.782], [1.130, -0.391, 0.505], [0.615, 0.275, -1.271], [0.201, 0.714, 2.077], [0.029, 1.398, -0.389], [-0.692, 0.897, 0.768], [-0.231, -0.014, -3.344], [0.775, -2.041, -1.229], [-0.325, -0.208, -0.755], [0.988, 0.741, 1.010], [0.585, -1.356, 1.049], [-0.967, 0.186, -0.099], [-1.555, -0.052, -0.328], [0.117, -0.633, 0.654], [-0.515, -0.041, -1.299], [1.118, -0.018, -0.212], [1.118, -1.993, 0.059], [-1.812, 1.418, 0.224], [-1.469, 0.742, -1.393], [1.318, -0.732, 1.142], [-1.456, -1.392, -1.999], [1.177, 0.297, 0.049], [-0.435, 1.116, -0.922], [-0.770, -0.435, 1.448], [-0.319, -0.491, 0.166], [-2.131, -0.817, 0.703], [0.025, 0.976, -1.928], [-0.429, -0.340, 1.764], [0.848, 0.590, 0.021], [0.598, 1.150, 2.594], [0.346, -0.055, -0.359], [-1.024, 0.125, 0.828], [-0.197, 1.593, 1.128], [-0.039, 1.673, 0.425], [0.840, 1.026, -1.475], [-0.058, -1.406, -0.069], [-0.453, -0.217, -0.304], [1.409, -0.321, 0.228], [-0.201, -0.050, -0.664], [-0.015, -0.053, -0.275], [0.033, -0.024, 0.182], [-0.551, -0.492, -0.467], [0.794, 0.999, -0.649], [-0.218, 0.238, -0.506], [0.103, -0.201, -0.102], [0.644, -0.170, -0.142], [-0.090, -0.494, 0.358], [0.675, 0.774, 1.944], [0.437, 0.635, -0.301], [-0.368, 0.083, 0.112], [0.306, -0.337, -0.474], [-1.884, -0.293, 0.162], [-0.060, 0.811, 0.234], [-0.157, -0.503, 0.771], [0.504, 0.145, -0.076], [0.367, -0.299, -0.522], [-0.004, 0.903, 0.972], [-0.857, -0.094, 1.851], [-0.003, -0.097, 0.126], [1.683, 0.374, -0.563], [-0.466, 0.493, -0.359], [0.845, -0.612, -0.340], [-0.651, 1.786, 0.195], [-1.067, -1.068, -1.605], [-0.106, -0.511, -1.276], [-0.232, 0.072, -0.217], [0.261, 0.222, -0.258], [-0.439, -0.005, -0.729], [-0.362, -0.808, -0.277], [0.325, -0.086, 0.288], [-0.121, 0.598, -0.325], [-0.361, 1.232, -0.840], [-0.183, 0.276, -0.010], [0.065, 0.457, -0.546], [0.096, 0.313, 0.155], [-0.250, -0.688, -0.531], [0.031, -0.140, 0.030], [-0.024, 0.890, -1.154], [-0.583, 0.060, -0.240], [0.486, 0.101, 0.030], [0.297, 1.002, -1.113], [0.704, 0.010, -0.212], [-0.231, -0.126, -0.158], [-0.110, 0.517, 0.305], [0.603, 0.672, -0.362], [0.563, 0.155, 0.130], [-0.808, 0.164, -0.179], [-0.033, -0.695, 0.309], [0.508, 1.453, -0.376], [0.576, 0.001, -0.279], [1.493, -0.662, -0.051], [-0.087, -0.483, -0.696], [-0.290, -0.392, 0.031], [-0.357, 0.476, -0.141], [0.132, 0.049, 0.282], [-0.089, 0.771, 0.342], [0.450, -0.355, -0.950], [1.331, 0.007, 0.553], [-0.742, -0.071, 0.058], [-0.798, 0.778, 0.123], [0.392, 0.800, 1.281], [-0.154, -0.326, -0.500], [0.166, 0.616, -0.088], [-0.187, -0.129, -0.278], [0.267, 0.073, 0.532], [-0.106, 0.087, -0.177], [-0.163, 0.424, -0.267], [0.021, 0.175, -0.289], [0.200, 0.331, -1.538], [0.470, 0.601, -0.507], [0.821, -0.020, -1.472], [0.723, -0.443, -0.402], [-0.387, 0.567, 0.568], [-0.383, -0.542, 0.079], [-0.610, -0.803, -1.363], [1.309, 0.216, -0.776], [-0.111, -0.457, 0.450], [0.849, 0.676, -0.268], [0.638, -1.253, 0.600], [0.344, -0.271, -0.508], [0.125, -0.156, -0.107], [-0.096, 0.025, -0.071], [0.604, -0.167, 0.362], [0.527, 0.098, 0.566], [-0.197, -0.572, -0.497], [-0.508, 0.429, -0.282], [0.261, -0.503, 0.501], [0.220, -0.130, 0.572], [-0.852, -0.475, 0.713], [-0.381, -0.112, 0.541], [0.375, -0.688, 0.403], [0.631, 0.867, -1.096], [0.579, 0.035, -0.045], [0.508, 0.183, -0.428], [0.467, 0.360, 0.412], [-0.023, -0.719, -0.280], [-0.247, 0.754, -0.266], [0.176, -0.560, 0.218], [1.278, -0.875, -0.471], [0.281, 0.141, 0.425], [-0.456, -0.438, -0.753], [0.368, 0.696, -0.785], [0.029, 0.016, 0.672], [-0.096, -0.256, 0.044], [0.823, 0.742, 0.765], [0.208, 0.068, 0.765], [-0.549, -0.176, -0.251], [0.391, -0.111, -0.376], [0.171, 0.145, -0.181], [-0.049, 0.100, 0.122], [0.737, -0.474, -0.309], [-0.334, -0.256, -0.117], [0.883, -0.834, 0.415], [1.198, 0.820, -1.069], [-0.265, 0.074, -0.165], [0.197, 0.366, 0.088], [0.018, -0.632, 0.187], [0.253, 0.360, -0.215], [-0.230, 0.010, 0.770], [0.301, -0.285, 1.102], [0.283, 0.252, 0.186], [-0.042, 0.219, 0.657], [-0.053, -0.019, 0.391], [0.490, 0.158, 0.259], [0.963, -0.339, 0.002], [0.097, -0.005, 0.221], [-0.105, -0.361, -0.254], [-0.357, -0.038, 0.242], [0.122, 0.113, -0.450], [0.189, 0.768, -0.211], [-0.351, -0.520, -0.292], [0.077, 0.037, -0.054], [0.182, 0.210, 0.984], [-0.011, -0.390, -0.294], [0.057, 0.296, 0.417], [0.135, -0.247, 0.345], [0.282, 0.296, -0.598], [0.146, -0.002, -0.056]], "mulliken_charge": [-0.118, -0.132, 1.099, -0.639, -0.115, -0.641, -0.702, -0.462, 0.449, 1.033, 0.700, 0.330, 0.206, -0.123, 0.746, -0.389, -1.259, -1.378, 1.471, 2.000, -1.103, -1.685, -2.127, -1.457, -0.901, -1.170, -1.793, -1.413, -1.009, 0.096, -1.403, -1.412, 1.343, -1.434, -1.444, 2.148, 0.232, 1.296, -1.227, -1.241, -1.660, -1.549, -1.985, -1.172, 1.826, 1.635, -1.637, -0.864, -0.382, -1.364, -0.562, 1.768, -1.467, -2.340, 1.418, 0.087, -1.888, -0.883, -1.444, -0.817, -1.730, 0.167, 0.241, -1.734, -1.507, -0.903, 1.255, 1.015, -1.867, -1.684, -1.536, 1.240, -0.860, -1.152, 1.881, -0.361, 3.572, -1.691, -0.907, -1.714, 1.322, 1.747, -0.841, -1.593, -1.350, -1.681, -1.490, 1.893, 0.403, 0.170, 0.418, 0.252, 0.499, 0.238, 1.029, 0.413, 0.479, 0.124, -0.361, 0.361, -0.172, 0.636, 0.311, 0.396, -0.134, 0.387, -0.116, 0.733, 0.544, 0.440, 0.455, 0.202, 0.693, 0.499, 0.525, 0.391, 0.531, -0.065, 0.372, 0.548, 0.409, 0.077, 0.270, 0.260, 0.347, 0.088, -0.076, 0.055, 0.365, 0.608, 0.420, 0.457, 0.411, 0.225, 0.486, 0.338, -0.047, 0.455, 0.498, 0.431, 0.407, -0.208, -0.030, 0.348, 0.294, 0.437, 0.480, 0.507, 0.086, -0.010, 0.365, 0.362, 0.297, 0.355, 0.391, -0.893, 0.485, 0.278, 0.295, 0.428, 0.528, 0.455, 0.381, 0.385, -0.271, -0.052, 0.342, 0.531, 0.446, -0.320, 0.445, -0.039, 0.418, 0.168, 0.431, 0.581, 0.400, 0.542, 0.304, 0.523, 0.358, 0.430, 0.382, 0.025, 0.172, 0.559, -0.504, 0.465, -0.378, 0.340, 0.219, 0.564, 0.530, 0.334, 0.398, 0.158, 0.373, -0.074, 0.325, 0.234, -0.623, 0.435, 0.147, 0.214, 0.073, 0.090, 0.497, 0.371, 0.441, 0.434, 0.157, -0.475, -1.038, 0.342, 0.684, -0.049, -0.036, 0.345, 0.349, 0.413, 0.384, 0.402, 0.060, 0.176, 0.414, 0.447, 0.617, 0.103, 0.665, 0.380, -1.410, -0.895], "multiplicity": 9, "e_above_lowest_kcal_mol": 0.00, "gap_ev": [7.8, 8.8]}